Entry 1:
The following is a quantum chemistry calculation of a molecular structure, C5H9N2 in a non-equilibrium geometry, from the OMol25 dataset.

Structure (XYZ):
```
16
Properties=species:S:1:pos:R:3:forces:R:3:lowdin_charge:R:1
C -0.487088 -0.753725 1.132797 -0.8 -2.2 1.2 -0.02
C 0.166773 -0.748656 -0.008108 -1.9 2.8 0.8 -0.14
C -1.519441 1.052760 0.171840 0.6 0.0 -0.1 -0.02
C 0.207700 1.251078 1.096420 -1.2 1.9 0.4 -0.13
C 0.938964 -1.566134 -0.852078 2.0 -0.7 -2.6 -0.02
N -1.031871 0.546213 1.469877 0.1 0.5 0.2 0.02
N -0.068963 0.863260 -0.269126 2.3 -0.6 -3.2 0.08
H -0.615683 -1.497447 1.925625 0.2 -0.1 -0.8 0.16
H -2.238843 0.552968 -0.402496 -0.9 -1.3 -0.6 0.13
H -1.815779 2.075322 0.249759 0.3 0.9 0.0 0.14
H 0.255038 2.288451 1.223547 -0.9 1.9 0.1 0.14
H 1.066251 0.927995 1.498906 3.0 -1.8 1.4 0.11
H 0.509168 -1.981825 -1.740685 -1.4 0.1 -0.5 0.10
H 1.239082 -2.454965 -0.375134 0.5 -1.0 1.2 0.10
H 1.837375 -1.164652 -1.357332 -0.1 0.5 1.0 0.12
H 0.530413 1.290036 -1.083192 -1.8 -0.8 1.5 0.25
```
Positions in Å, forces in eV/Å.

Output
E_LUMO: -3.271 eV
total charge: +1
orbital gap: 11.23 eV
highest occupied orbital energy: -0.5330 Eh
energy relative to the best compared isomer or geometry (same formula, charge and spin): 126.4 kcal per mole

=====

Entry 2:
The following is a quantum chemistry calculation of a gas-phase ion, CH4N3O2 (charge +1) in a non-equilibrium geometry, from the OMol25 dataset.

Structure (XYZ):
```
10
Properties=species:S:1:pos:R:3:forces:R:3:lowdin_charge:R:1
N -0.437659 -1.387055 -0.174422 -0.7 -0.1 -0.4 0.23
C -1.102957 -0.257647 -0.304562 5.4 1.8 0.8 -0.22
N -2.346914 -0.049157 -0.067563 -2.4 0.3 1.4 0.09
O -3.368866 0.318334 -0.508353 0.3 0.0 -0.7 0.26
N -0.169614 1.006162 -0.233886 -2.5 -2.0 -1.6 0.04
O 1.132765 0.642049 -0.081910 0.5 -0.5 0.2 -0.02
H -0.891588 -2.291031 -0.156765 0.0 0.1 -0.1 0.16
H 0.546639 -1.331279 0.087974 -0.2 0.2 -0.1 0.14
H -0.449637 1.662638 0.489292 0.1 -0.2 0.2 0.15
H 1.538891 0.601035 -0.975166 -0.4 0.3 0.4 0.16
```
Positions in Å, forces in eV/Å.

Output
E_LUMO (spin up / spin down): -7.140 / -7.300 eV
total charge: +1
orbital gap (spin up / spin down): 8.07 / 8.08 eV
highest occupied orbital energy (spin up / spin down): -0.5589 / -0.5651 Eh
energy relative to the best compared isomer or geometry (same formula, charge and spin): 63.6 kcal per mole
structure (SMILES): [NH2+]=C(N=O)NO

=====

Entry 3:
The following is a quantum chemistry calculation of a molecular structure, C3H3NO in a non-equilibrium geometry, from the OMol25 dataset.

Structure (XYZ):
```
8
Properties=species:S:1:pos:R:3:forces:R:3:lowdin_charge:R:1
C 0.153222 0.956086 -0.069391 0.3 -2.8 0.3 -0.13
C 1.101312 -0.061556 -0.086420 -1.9 1.9 1.1 -0.04
C -0.942365 -0.749868 -0.084124 -3.2 3.2 1.1 -0.28
H 0.210038 1.931752 -0.106133 1.4 4.9 0.0 0.05
H 2.152941 -0.124753 0.303615 -1.4 -0.2 -1.1 0.14
H -1.750936 -1.353856 0.098220 -1.3 -2.3 -0.2 0.11
N -1.174710 0.548153 0.002277 2.6 -1.9 -1.2 0.12
O 0.250495 -1.145961 -0.058044 3.6 -2.8 -0.1 0.03
```
Positions in Å, forces in eV/Å.

Output
E_LUMO: 1.027 eV
orbital gap: 10.54 eV
highest occupied orbital energy: -0.3498 Eh
energy relative to the best compared isomer or geometry (same formula, charge and spin): 28.1 kcal per mole

=====

Entry 4:
The following is a quantum chemistry calculation of a molecular structure, C8H16NiO4 in a non-equilibrium geometry, from the OMol25 dataset.

Structure (XYZ):
```
29
Properties=species:S:1:pos:R:3:forces:R:3:lowdin_spin:R:1
C 1.230793 -2.216573 -0.137708 0.9 1.1 -0.8 0.08
C -0.228944 -2.348410 -0.187887 -0.1 -0.4 -0.6 0.63
O -0.942138 -1.223620 0.172731 -0.1 0.3 0.2 0.19
C -2.233925 -1.047358 -0.429572 -0.2 -0.1 -0.3 0.01
C -2.862590 0.165597 0.207898 -0.4 -0.1 0.1 0.00
O -1.889754 1.212322 0.202099 0.3 -0.4 -0.1 0.03
C -2.417408 2.500952 0.514923 -0.2 0.6 0.1 0.00
H 1.569009 -1.922128 0.870179 0.0 -0.1 -0.2 0.01
H 1.688270 -3.180304 -0.392799 -0.1 0.2 0.1 0.00
H -0.740827 -3.012273 -0.885875 0.1 0.2 0.3 0.04
H -2.852746 -1.935421 -0.250510 0.2 0.2 0.0 0.00
H -2.094156 -0.903328 -1.509525 0.0 0.0 0.2 0.00
H -3.168312 -0.034017 1.245388 0.1 0.0 -0.2 0.00
H -3.742165 0.471019 -0.374895 0.2 -0.1 0.1 0.00
H -1.568644 3.179713 0.641980 -0.2 -0.2 0.0 0.00
H -3.051378 2.845316 -0.312146 0.1 -0.1 0.2 0.00
H -3.002721 2.450854 1.442963 0.2 0.0 -0.2 0.00
O 1.381606 1.124293 1.751501 -1.5 -0.5 -1.0 0.18
C 2.633558 0.984752 1.164473 0.7 -0.1 -0.4 0.01
C 2.527274 1.078837 -0.354284 0.5 0.4 0.1 0.00
O 1.463225 0.212893 -0.808738 -0.5 0.1 -0.1 0.05
C 1.824343 -1.116154 -1.180046 -0.3 -1.5 0.9 0.05
Ni -0.012054 0.546891 0.582612 1.5 0.5 1.0 1.69
H 3.096181 0.010295 1.426801 -0.2 0.3 0.0 0.00
H 3.343961 1.767556 1.492688 -0.3 -0.2 0.0 0.00
H 3.459718 0.816571 -0.871248 -0.2 0.0 0.1 0.00
H 2.229283 2.093286 -0.653562 0.0 -0.3 0.1 0.00
H 1.444381 -1.305145 -2.191469 0.1 0.0 0.2 0.00
H 2.916155 -1.216421 -1.175964 -0.2 0.1 0.0 0.00
```
Positions in Å, forces in eV/Å.

Output
E_LUMO (spin up / spin down): -2.486 / -4.037 eV
total charge: +1
orbital gap (spin up / spin down): 9.13 / 8.76 eV
highest occupied orbital energy (spin up / spin down): -0.4267 / -0.4701 Eh
expectation value of S²: 3.760
2S+1: 4

=====

Entry 5:
The following is a quantum chemistry calculation of a single C2H6N2OS molecule in a non-equilibrium geometry, from the OMol25 dataset.

Structure (XYZ):
```
12
Properties=species:S:1:pos:R:3:forces:R:3:lowdin_charge:R:1
C 0.021910 1.507305 -0.060081 -4.2 5.2 0.1 -0.12
C 0.331187 0.149019 -0.203668 -1.1 -0.7 1.7 -0.60
N 1.589109 -0.006916 -0.220200 1.4 -2.8 0.1 0.05
O 1.884998 -1.419349 -0.123174 -3.6 0.0 -0.5 -0.08
N -0.752481 -0.765697 -0.008742 4.1 0.3 -0.8 -0.42
S -2.404345 -0.595554 -0.247803 0.1 -1.0 2.1 0.74
H -1.183128 1.438531 0.481034 3.7 1.0 -1.6 0.10
H 0.783134 2.172946 0.682158 -2.2 -1.9 -2.7 0.15
H -0.166367 1.864145 -1.245420 0.5 0.1 3.4 0.14
H 2.773103 -1.638597 -0.036595 2.6 0.6 0.1 0.04
H -0.223505 -1.609328 -0.096454 -1.0 -1.6 -0.2 0.06
H -2.653615 -1.096505 1.078945 -0.3 0.9 -1.8 -0.07
```
Positions in Å, forces in eV/Å.

Output
E_LUMO: 0.651 eV
orbital gap: 9.38 eV
highest occupied orbital energy: -0.3207 Eh
energy relative to the best compared isomer or geometry (same formula, charge and spin): 118.5 kcal per mole
structure (SMILES): C/C(=N/O)NS

=====

Entry 6:
The following is a quantum chemistry calculation of a single C18H21NO5 molecule in a non-equilibrium geometry, from the OMol25 dataset.

Structure (XYZ):
```
45
Properties=species:S:1:pos:R:3:forces:R:3:lowdin_charge:R:1
C -0.285446 -3.131631 -2.179394 -0.1 -0.1 -0.2 -0.08
O 0.327654 -2.484796 -1.092940 0.0 0.2 0.5 -0.10
C -0.456364 -2.076511 -0.045558 0.2 0.0 0.0 -0.20
C -1.829500 -2.270387 0.016324 0.1 -0.1 -0.1 -0.03
C -2.560496 -1.872004 1.123020 0.0 0.0 0.1 -0.09
C -1.926422 -1.265336 2.188586 -0.1 0.0 0.0 -0.10
C -0.562173 -1.046747 2.132889 0.2 -0.1 -0.2 0.00
C 0.186633 -1.443065 1.033215 -0.1 0.1 0.1 -0.19
O 1.535261 -1.238361 1.124862 -0.1 -0.3 0.1 -0.04
C 2.281298 -0.897993 -0.035102 0.7 0.3 -0.4 -0.13
C 3.321508 0.146035 0.403564 -0.7 0.1 -0.1 -0.33
O 4.182535 -0.414205 1.366422 0.2 -0.2 0.4 -0.02
C 2.628332 1.423128 0.947704 0.2 -0.2 0.0 -0.16
N 2.502260 2.540743 0.035401 0.2 0.2 -0.2 -0.07
C 1.778127 2.302669 -1.203241 0.1 0.1 -0.1 -0.19
C 0.355351 1.860019 -0.974163 0.0 -0.1 -0.1 -0.22
C -0.258614 1.004680 -1.876773 0.1 0.1 0.0 -0.05
C -1.579296 0.590217 -1.720876 -0.4 0.1 0.2 0.00
C -2.250835 1.048332 -0.615988 0.3 0.3 0.2 -0.21
C -1.639133 1.905248 0.299445 -0.1 -0.3 -0.5 -0.19
C -0.347551 2.337073 0.135845 -0.3 0.0 0.1 0.05
O -2.528746 2.212706 1.294719 0.5 0.1 0.0 0.04
C -3.720472 1.530247 0.973605 -1.1 0.0 0.6 -0.16
O -3.539496 0.802422 -0.221664 0.2 -0.1 -0.4 0.03
H -1.014239 -2.483175 -2.675747 0.0 0.0 0.0 0.09
H 0.521785 -3.362508 -2.873200 -0.1 0.0 0.0 0.10
H -0.773884 -4.061979 -1.872383 0.0 0.0 0.0 0.10
H -2.345408 -2.749532 -0.799928 0.0 0.0 -0.1 0.11
H -3.625871 -2.043839 1.140640 -0.1 0.0 0.0 0.11
H -2.482586 -0.958613 3.061405 -0.1 0.0 0.1 0.10
H -0.043430 -0.572084 2.951329 0.1 0.1 0.1 0.12
H 1.632347 -0.487810 -0.808483 0.0 0.0 0.1 0.11
H 2.787775 -1.791342 -0.419410 -0.1 0.1 0.0 0.14
H 3.963386 0.402977 -0.447581 -0.1 0.0 0.0 0.15
H 3.623347 -0.837434 2.030050 0.1 0.0 0.0 0.09
H 3.213393 1.778804 1.800188 -0.1 -0.1 0.0 0.13
H 1.631065 1.158723 1.306695 0.1 0.0 0.1 0.11
H 3.423864 2.901320 -0.189556 -0.1 0.0 0.1 0.11
H 2.277412 1.572597 -1.863458 -0.1 0.1 0.0 0.11
H 1.758949 3.260970 -1.737288 0.1 -0.1 -0.1 0.13
H 0.295657 0.654904 -2.735905 0.1 -0.1 -0.1 0.12
H -2.058613 -0.058013 -2.434998 -0.1 -0.1 -0.1 0.12
H 0.118122 3.016912 0.828149 0.1 0.1 0.2 0.13
H -3.980047 0.838097 1.789676 0.1 0.1 -0.2 0.13
H -4.537447 2.258558 0.839884 0.2 -0.1 0.0 0.14
```
Positions in Å, forces in eV/Å.

Output
E_LUMO: 0.718 eV
orbital gap: 8.69 eV
highest occupied orbital energy: -0.2928 Eh
energy relative to the best compared isomer or geometry (same formula, charge and spin): 69.2 kcal per mole
structure (SMILES): COc1ccccc1OC[C@H](O)CNCc1ccc2c(c1)OCO2

=====

Entry 7:
The following is a quantum chemistry calculation of 2 unconnected molecules or ions with the total composition C11H25N2O6S2 in a non-equilibrium geometry, from the OMol25 dataset.

Structure (XYZ):
```
46
Properties=species:S:1:pos:R:3:forces:R:3:lowdin_charge:R:1
C 0.839576 2.568899 0.114802 -0.1 -0.3 -0.1 -0.13
C 0.834305 2.468904 -1.409093 0.0 0.3 0.1 -0.52
S -0.614320 1.682473 -2.234453 0.3 -0.2 -0.1 0.87
C -1.615119 1.023231 -0.893139 -0.2 0.0 0.3 -0.43
C -2.193770 -0.402219 -1.078507 -0.1 0.2 -0.3 -0.57
C -2.953124 -0.504103 -2.402509 0.1 -0.2 0.0 -0.06
C -1.113171 -1.480598 -1.143937 -0.2 0.2 -0.2 -0.05
N -0.443860 -1.704429 0.163914 -0.2 -0.1 0.6 -0.05
O 0.607572 -0.801279 0.286509 0.6 0.5 -1.2 -0.12
C 1.901054 -1.363183 0.088117 0.0 -0.2 0.4 -0.10
C 2.873364 -0.310934 -0.450118 -0.1 -0.3 -0.3 -0.40
C 3.838417 -0.956241 -1.464217 0.1 -0.2 0.0 -0.03
O 3.553238 0.393690 0.554103 0.0 0.2 -0.1 0.00
C -1.297558 -1.571370 1.407583 -0.2 -1.1 0.5 -0.08
C -2.434627 -0.598258 1.320530 -0.1 0.2 0.0 -0.17
N -3.133187 -0.677706 0.020602 0.5 -0.1 0.0 0.01
H 1.819881 2.918675 0.443398 -0.1 0.2 0.0 0.09
H 0.697260 1.618200 0.638119 0.0 0.1 0.0 0.04
H 0.068369 3.254532 0.465457 0.1 0.0 0.1 0.09
H 0.856473 3.474469 -1.835662 0.0 -0.1 0.0 0.05
H 1.728710 1.961326 -1.773043 -0.1 0.0 0.0 0.03
H -2.491761 1.668641 -0.770447 0.1 0.0 0.0 0.09
H -1.049330 1.093061 0.034833 0.1 0.0 -0.1 0.06
H -3.618580 0.350319 -2.534144 0.0 0.0 0.0 0.09
H -3.537448 -1.427485 -2.407469 -0.1 0.1 0.0 0.08
H -2.261377 -0.546864 -3.248527 0.0 0.2 0.0 0.07
H -1.509558 -2.430192 -1.509282 -0.2 0.0 0.3 0.14
H -0.342904 -1.145619 -1.842826 0.0 0.0 0.1 0.12
H -0.081653 -2.657064 0.205197 0.2 0.1 -0.1 0.18
H 2.246654 -1.711643 1.070657 0.1 -0.2 -0.1 0.15
H 1.855029 -2.189674 -0.632934 -0.2 0.0 0.1 0.12
H 2.255338 0.418604 -0.970402 0.1 0.0 0.1 0.10
H 4.835526 -0.533569 -1.342828 -0.1 0.1 -0.1 0.08
H 3.927834 -2.039607 -1.329702 0.0 0.1 0.1 0.07
H 3.510478 -0.789713 -2.492675 0.0 0.0 0.0 0.08
H 3.920110 -0.210132 1.205726 -0.1 0.0 0.1 0.10
H -0.581241 -1.194158 2.188338 -0.1 0.3 -0.2 0.10
H -1.620700 -2.590101 1.644036 -0.2 0.0 -0.3 0.13
H -3.123504 -0.876632 2.119596 0.0 0.0 -0.1 0.14
H -2.077180 0.404818 1.579397 0.1 -0.1 0.1 0.09
H -3.790238 0.096161 0.008723 -0.2 -0.1 0.0 0.11
O 0.238365 0.199625 2.392670 0.6 0.4 0.4 -0.48
S 0.029460 1.010345 3.665168 -0.2 0.2 0.2 0.23
O 1.096887 2.023240 3.747399 -0.1 -0.1 0.0 -0.44
O 0.062709 0.071439 4.807560 0.0 0.1 -0.1 -0.45
O -1.313175 1.639337 3.526008 0.0 0.0 0.0 -0.46
```
Positions in Å, forces in eV/Å.

Output
E_LUMO: 1.949 eV
total charge: -1
orbital gap: 5.04 eV
highest occupied orbital energy: -0.1137 Eh
energy relative to the best compared isomer or geometry (same formula, charge and spin): 98.9 kcal per mole

=====

Entry 8:
The following is a quantum chemistry calculation of a single C9H17N molecule in a non-equilibrium geometry, from the OMol25 dataset.

Structure (XYZ):
```
27
Properties=species:S:1:pos:R:3:forces:R:3:lowdin_charge:R:1
C 0.003370 -1.561769 -2.692844 0.0 -0.1 0.0 -0.09
C -0.583037 -1.104261 -1.387152 0.3 -2.1 1.2 -0.35
C -1.851040 -0.307262 -1.527710 0.1 0.2 0.2 -0.07
C -0.123829 -1.657802 -0.209227 -0.7 -0.2 -2.1 -0.11
C -0.532491 -1.100608 1.076276 0.8 0.3 0.5 -0.08
C 0.539937 -0.264347 1.289401 -1.5 2.0 0.9 -0.28
C 1.960112 -0.698579 1.565371 0.0 -0.3 -0.9 -0.03
N 0.309308 1.149295 1.290719 1.2 0.0 1.2 -0.20
C 1.028357 2.007220 0.338087 -0.3 -0.3 0.4 -0.06
C -0.857093 1.789024 1.893870 0.1 -0.6 -0.5 -0.08
H 0.156412 -0.695510 -3.347905 0.0 -0.1 0.0 0.08
H 0.964141 -2.067694 -2.562478 -0.1 0.1 0.0 0.07
H -0.670314 -2.257970 -3.201942 0.0 0.1 -0.2 0.07
H -1.618765 0.718787 -1.829876 -0.2 0.1 0.0 0.07
H -2.487515 -0.745764 -2.304465 0.2 0.0 -0.1 0.08
H -2.476245 -0.296143 -0.631132 0.3 0.2 0.0 0.06
H 0.648766 -2.420614 -0.244479 0.2 0.3 -0.2 0.11
H -1.532447 -0.685073 1.109967 0.2 0.3 0.0 0.07
H 2.236706 -0.414271 2.587913 -0.3 0.1 -0.2 0.09
H 2.067390 -1.783512 1.488882 -0.1 0.2 0.0 0.08
H 2.681038 -0.248258 0.877742 0.0 0.0 0.1 0.07
H 1.251344 2.976448 0.797723 0.0 -0.1 0.0 0.08
H 1.969686 1.577396 -0.012692 -0.2 -0.1 0.2 0.08
H 0.396122 2.187826 -0.541406 0.1 0.0 0.0 0.08
H -0.572387 2.746908 2.346451 0.1 -0.1 -0.2 0.08
H -1.624131 1.971088 1.131416 -0.2 0.1 0.1 0.08
H -1.283396 1.185447 2.699491 0.1 -0.1 -0.2 0.09
```
Positions in Å, forces in eV/Å.

Output
E_LUMO (spin up / spin down): 0.842 / 0.842 eV
orbital gap (spin up / spin down): 7.54 / 7.54 eV
highest occupied orbital energy (spin up / spin down): -0.2462 / -0.2462 Eh
energy relative to the best compared isomer or geometry (same formula, charge and spin): 66.1 kcal per mole
structure (SMILES): CC(C)=C/C=C(\C)N(C)C

=====

Entry 9:
The following is a quantum chemistry calculation of a single C4H5NO2 molecule in a non-equilibrium geometry, from the OMol25 dataset.

Structure (XYZ):
```
12
Properties=species:S:1:pos:R:3:forces:R:3:lowdin_charge:R:1
C -0.710446 0.165506 -1.256115 0.6 2.3 -7.7 -0.12
N 0.388125 0.935406 -1.465634 -4.5 -1.4 0.3 0.04
O 1.268937 0.741659 -0.517146 2.9 0.9 2.2 -0.17
C 0.902974 0.388427 0.949481 -2.6 -3.7 -2.6 -0.01
C -0.538423 -0.024375 0.948588 -1.6 -0.4 0.2 -0.15
O -1.074515 -1.414919 0.801330 0.5 1.6 -0.3 0.04
C -0.458479 -0.786114 -0.321422 0.8 -3.7 3.2 -0.34
H -1.289619 0.021845 -2.242168 0.3 0.8 1.9 0.15
H 1.344011 -0.609583 0.999015 1.3 0.9 1.3 0.14
H 1.074631 1.198381 1.507479 1.5 2.8 2.2 0.09
H -1.475872 0.585005 0.931681 1.5 0.1 0.5 0.17
H 0.568675 -1.201238 -0.335090 -0.8 -0.2 -1.2 0.16
```
Positions in Å, forces in eV/Å.

Output
E_LUMO: 0.945 eV
orbital gap: 10.05 eV
highest occupied orbital energy: -0.3346 Eh
energy relative to the best compared isomer or geometry (same formula, charge and spin): 179.7 kcal per mole
structure (SMILES): C1=NOC[C@@H]2O[C@@H]12

=====

The energy results, record by record, are as follows: -8300.253; -9654.205; -6695.272; -57779.070; -18029.666; -30732.753; -48745.329; -11095.388; -9806.523 eV.